No. 1
The following is a quantum chemistry calculation of one molecule with the formula C4H7N2P, from OMol25.

The geometry in XYZ format:
```
14
Properties=species:S:1:pos:R:3:forces:R:3:lowdin_charge:R:1
C -1.7513 0.6517 0.1423 1.003 -0.954 1.690 -0.283
C -0.6195 0.0479 0.6628 -3.154 1.322 3.373 -0.489
C -0.2876 -0.2902 2.0818 -0.867 0.385 1.894 -0.052
C 1.0431 0.0290 -2.3838 0.321 -1.135 -0.781 -0.125
N 0.3464 -0.1450 -0.1481 2.447 -0.721 -2.044 0.083
N -0.0317 0.2536 -1.4005 3.229 -0.700 -2.066 -0.480
P -1.5510 0.8743 -1.5780 -1.503 1.172 -3.211 0.856
H -2.6511 0.9386 0.5865 -0.975 0.191 1.195 0.037
H 0.5707 0.2946 2.4442 -0.235 0.001 -0.311 0.077
H 0.0441 -1.3109 2.1018 0.109 -0.628 0.138 0.060
H -1.0932 -0.1728 2.8947 0.868 -0.088 -1.644 0.103
H 1.5302 -0.9288 -2.1369 -0.669 -0.104 -0.254 0.070
H 0.8404 0.0357 -3.4998 -0.728 -0.016 1.561 0.091
H 1.9075 0.6553 -2.2926 0.155 1.275 0.459 0.050
```
Positions in Å, forces in eV/Å.

Its HOMO-LUMO gap (alpha / beta) is 6.58 / 6.75 eV. The spin multiplicity is 3. As for the energy above the lowest of the compared OMol25 structures with the same formula, charge and spin: 0.000 eV. As for the total charge: 0. The value obtained for the energy is -607.32141 a.u.



No. 2
The following is a quantum chemistry calculation of an isolated ion of composition C4H7N2S and charge +1, from OMol25.

The geometry in XYZ format:
```
14
Properties=species:S:1:pos:R:3:forces:R:3:lowdin_charge:R:1
C -1.2904 -0.2678 2.2413 -1.698 3.078 1.298 -0.329
S -1.2157 1.1084 1.0269 -0.262 0.192 0.608 0.992
N -0.1051 0.5733 -0.2098 -0.048 -0.779 -0.804 -0.345
C -0.0081 1.0664 -1.5333 2.605 -2.760 1.268 -0.009
C 0.9619 0.2910 -2.1542 -1.310 0.646 0.494 -0.001
N 1.3456 -0.6806 -1.2501 -0.962 0.783 -0.539 0.115
C 0.6695 -0.4965 -0.1096 0.714 1.060 -0.804 -0.111
H -2.2841 -0.1768 2.7690 0.689 0.321 -0.942 0.085
H -0.6197 -0.2464 3.0625 1.250 0.331 0.284 0.040
H -1.3193 -1.1657 1.7943 0.023 -3.233 -1.811 -0.006
H -0.3711 1.9827 -1.8074 -1.270 1.838 -0.675 0.103
H 1.3543 0.4111 -3.1594 -0.055 -0.306 0.346 0.143
H 1.8488 -1.5215 -1.4598 0.515 -0.101 -0.053 0.178
H 1.0334 -0.8774 0.7896 -0.192 -1.069 1.331 0.146
```
Positions in Å, forces in eV/Å.

Its HOMO-LUMO gap is 9.90 eV. As for the energy above the lowest of the compared OMol25 structures with the same formula, charge and spin: 1.083 eV. Its SMILES is CS[n+]1cc[nH]c1. As for the total charge: +1. The value obtained for the energy is -664.03488 a.u.



No. 3
The following is a quantum chemistry calculation of an isolated ion of composition C4H7N2S2 and charge +1, from OMol25.

The geometry in XYZ format:
```
15
Properties=species:S:1:pos:R:3:forces:R:3:lowdin_charge:R:1
S 2.6065 0.8828 1.8497 0.237 -0.120 0.052 0.772
C 1.2034 0.8900 1.1297 -0.617 -2.431 -1.694 -1.161
S 0.0437 2.1618 0.9054 0.981 1.084 -0.017 0.773
C 0.6060 -0.6503 0.2266 -0.869 3.680 2.802 -0.199
C 0.8278 -0.5570 -1.2258 0.112 -0.734 0.328 -0.060
N -0.2384 -0.4615 -1.8994 2.677 -0.385 -2.154 0.111
C -1.3805 -0.4504 -1.2181 -0.156 -0.198 3.505 -0.075
N -0.8741 -0.6459 0.3488 -0.686 0.006 -0.139 0.077
H 0.9488 3.2189 1.1518 -1.065 -1.171 -0.088 -0.029
H 0.8777 -1.4831 0.8061 1.517 -0.922 0.350 0.123
H 1.8653 -0.6779 -1.5450 -0.488 0.404 -0.693 0.152
H -1.8620 0.4594 -1.1924 -1.062 2.217 -0.251 0.109
H -2.0912 -1.2072 -1.2479 -0.964 -1.693 -1.176 0.125
H -1.2885 -0.0569 1.0442 0.195 2.284 -0.028 0.116
H -1.2445 -1.4228 0.8663 0.188 -2.022 -0.797 0.165
```
Positions in Å, forces in eV/Å.

Its HOMO-LUMO gap is 8.39 eV. As for the energy above the lowest of the compared OMol25 structures with the same formula, charge and spin: 3.511 eV. Its SMILES is S=C(S)[C@@H]1C=NC[NH2+]1. As for the total charge: +1. The value obtained for the energy is -1062.13945 a.u.



No. 4
The following is a quantum chemistry calculation of one molecule with the formula C4H7N3, from OMol25.

The geometry in XYZ format:
```
14
Properties=species:S:1:pos:R:3:forces:R:3:lowdin_charge:R:1
N -1.3672 1.5373 -0.0692 -0.212 0.034 -0.027 0.076
C -0.2369 0.7078 0.0345 0.826 0.257 -0.773 -0.301
C 1.0888 1.0907 -0.0409 -0.503 0.943 1.208 -0.104
N 1.8824 0.0018 0.1646 -0.331 -0.634 -1.400 -0.010
C 1.0821 -1.1146 -0.0082 -0.139 -0.019 0.584 -0.090
C -0.2416 -0.7053 -0.0048 0.962 -0.428 0.114 -0.310
N -1.3784 -1.5170 0.0656 -0.155 0.098 0.083 0.081
H -2.1831 1.1314 0.3715 0.112 0.138 0.085 0.073
H -1.1976 2.4641 0.2998 -0.127 -0.147 0.004 0.080
H 1.5049 2.0781 -0.1197 0.025 0.163 0.209 0.106
H 2.8856 0.0012 0.0960 -0.191 -0.011 -0.206 0.138
H 1.5237 -2.0761 -0.1993 -0.090 -0.190 0.383 0.102
H -1.1855 -2.4792 -0.1775 -0.302 0.164 -0.081 0.082
H -2.1771 -1.1203 -0.4126 0.126 -0.369 -0.184 0.075
```
Positions in Å, forces in eV/Å.

Its HOMO-LUMO gap is 8.43 eV. As for the energy above the lowest of the compared OMol25 structures with the same formula, charge and spin: 0.418 eV. Its SMILES is Nc1c[nH]cc1N. As for the total charge: 0. The value obtained for the energy is -320.86793 a.u.



No. 5
The following is a quantum chemistry calculation of one molecule with the formula C4H7N3, from OMol25.

The geometry in XYZ format:
```
14
Properties=species:S:1:pos:R:3:forces:R:3:lowdin_charge:R:1
C 0.5018 0.4489 -1.7504 -0.019 -0.035 -0.031 -0.092
C 0.5271 1.0891 -0.3645 -0.013 0.197 -0.053 -0.254
N 0.5246 0.1266 0.7237 -0.037 -0.158 0.015 0.026
C -0.6338 -0.4862 1.0971 -0.079 0.162 -0.226 -0.528
N -1.7946 -0.1385 0.7190 0.237 -0.096 0.209 0.152
C -0.1593 -2.6732 2.3336 -0.210 1.009 -0.126 0.057
N -0.3801 -1.5816 1.9484 0.166 -1.193 0.185 0.011
H -0.4134 -0.1355 -1.8862 0.133 0.084 0.034 0.069
H 1.3639 -0.2115 -1.9007 -0.119 0.106 0.046 0.071
H 0.5321 1.2240 -2.5234 -0.016 -0.111 0.109 0.072
H -0.3514 1.7235 -0.2262 0.121 -0.040 -0.039 0.108
H 1.4166 1.7146 -0.2398 -0.123 -0.067 -0.036 0.113
H 1.3715 -0.3925 0.8993 -0.108 0.071 -0.010 0.135
H -2.5053 -0.7077 1.1701 0.069 0.071 -0.078 0.060
```
Positions in Å, forces in eV/Å.

Its HOMO-LUMO gap is 10.41 eV. As for the energy above the lowest of the compared OMol25 structures with the same formula, charge and spin: 1.100 eV. As for the total charge: 0. The value obtained for the energy is -320.84288 a.u.



No. 6
The following is a quantum chemistry calculation of one molecule with the formula C4H7N3, from OMol25.

The geometry in XYZ format:
```
14
Properties=species:S:1:pos:R:3:forces:R:3:lowdin_charge:R:1
C -2.5649 0.0439 -0.0699 0.057 -0.003 -0.046 -0.054
C -1.0725 -0.1393 -0.0461 0.121 -0.246 0.094 -0.341
C 0.0306 0.6541 -0.2817 0.142 -0.280 0.090 -0.018
N 1.0990 -0.1725 -0.0447 -0.237 0.065 0.127 -0.202
C 2.5240 0.0918 0.1160 -0.003 0.080 -0.039 -0.023
N 0.6764 -1.3825 0.3209 -0.049 0.119 -0.044 0.011
N -0.6132 -1.3787 0.3163 -0.008 0.233 -0.096 0.031
H -3.0050 -0.6270 -0.8147 0.075 0.138 0.049 0.074
H -2.9693 -0.2665 0.9001 0.078 0.123 -0.154 0.075
H -2.9076 1.0602 -0.2784 0.257 -0.082 0.013 0.071
H 0.1570 1.6802 -0.6079 -0.060 -0.276 0.154 0.118
H 2.7714 0.0927 1.1822 -0.045 0.109 -0.191 0.088
H 2.7892 1.0531 -0.3277 -0.133 -0.139 0.038 0.085
H 3.0974 -0.7064 -0.3627 -0.194 0.159 0.005 0.086
```
Positions in Å, forces in eV/Å.

Its HOMO-LUMO gap is 10.20 eV. As for the energy above the lowest of the compared OMol25 structures with the same formula, charge and spin: 0.841 eV. Its SMILES is Cc1cn(C)nn1. As for the total charge: 0. The value obtained for the energy is -320.85240 a.u.



| no. | maximum force (eV Å⁻¹) |
| --- | --- |
| 1 | 4.8 |
| 2 | 4.0 |
| 3 | 4.7 |
| 4 | 1.6 |
| 5 | 1.2 |
| 6 | 0.3 |